19
Properties=species:S:1:pos:R:3 method="wB97M-V/def2-TZVPD" e_lumo_ev="3.89 / 3.49" de_lowest_kcal_mol=81.61 max_force_ev_per_a=2.836 total_charge=-1 multiplicity=2 e_homo_ev="-1.30 / -0.93"
H 0.204 -1.881 -0.041
H 3.514 0.077 -1.206
H -3.221 -0.020 1.608
C -0.862 0.010 -0.148
H 1.841 1.767 0.253
C -3.155 0.113 0.498
H 1.353 -0.401 -0.376
H -4.196 -0.111 0.136
C 2.847 -0.083 -0.366
H -0.794 0.197 0.924
C 2.717 1.129 0.532
C 0.216 -0.945 -0.594
H 3.378 -0.815 0.276
H -0.850 0.953 -0.695
N -2.184 -0.599 -0.207
H -3.093 1.245 0.489
H 3.529 1.911 0.449
H 0.309 -1.054 -1.677
H 2.616 0.988 1.607